{"formula": "C36H61N2O21", "method": "the ωB97M-V functional and the def2-TZVPD basis", "spin_multiplicity": 1, "charge": 1, "orbital_gap_ev": 9.3, "species": ["O", "O", "O", "O", "O", "O", "O", "O", "O", "O", "O", "O", "O", "O", "O", "O", "O", "O", "O", "O", "O", "N", "N", "C", "C", "C", "C", "C", "C", "C", "C", "C", "C", "C", "C", "C", "C", "C", "C", "C", "C", "C", "C", "C", "C", "C", "C", "C", "C", "C", "C", "C", "C", "C", "C", "C", "C", "C", "C", "H", "H", "H", "H", "H", "H", "H", "H", "H", "H", "H", "H", "H", "H", "H", "H", "H", "H", "H", "H", "H", "H", "H", "H", "H", "H", "H", "H", "H", "H", "H", "H", "H", "H", "H", "H", "H", "H", "H", "H", "H", "H", "H", "H", "H", "H", "H", "H", "H", "H", "H", "H", "H", "H", "H", "H", "H", "H", "H", "H", "H"], "coordinates": [[0.6971, -1.8942, -4.0169], [-9.1453, 7.0687, 1.6040], [0.1767, 4.8476, -1.8063], [-4.6233, 6.2901, 0.3256], [-5.8813, 7.8174, -0.7532], [-1.2070, -2.4985, -2.8971], [8.4658, -8.8418, 3.5886], [0.3512, 5.0479, -4.0816], [7.3377, -10.2372, 2.1645], [-9.5069, 9.2150, 0.8897], [-11.1747, 7.7053, 0.7551], [7.2035, -8.0070, 1.8699], [-1.4172, 1.7181, 3.8131], [6.0385, -0.5587, -0.7257], [-1.0813, 6.3748, -2.8851], [-1.7607, 0.8687, 1.7143], [3.9407, -0.9198, -1.5701], [-1.9178, -0.4954, 3.5012], [-0.2562, -0.4379, -2.5855], [-4.4488, 6.4905, -1.9497], [4.2476, 0.2663, 0.3654], [0.9444, -6.8087, 0.2843], [1.3166, -4.3276, -1.4610], [-5.1747, 7.1581, 1.3020], [5.2985, 1.6358, 2.0583], [-0.7393, 4.9548, 0.4286], [-0.3332, -1.6856, -3.1442], [-1.8329, -0.4625, 1.2333], [0.0604, -4.4579, -0.6412], [-0.3747, 5.7155, -0.8299], [1.9666, -6.6766, -0.8028], [-0.1399, 5.3942, -3.0212], [0.0032, -5.6621, 0.4409], [-2.4611, -1.1842, 2.3872], [5.5305, -3.8960, 0.4435], [1.0320, 1.5656, -3.0011], [-5.5393, 6.3974, 2.5606], [5.3626, 0.3649, 1.2359], [6.2274, -11.0572, 0.1794], [-1.6763, 0.7833, 3.0752], [1.3304, -0.6391, -4.1960], [6.6284, -8.6258, 0.7320], [7.7342, -9.0115, 2.6287], [-9.8768, 7.9178, 1.1250], [-10.6552, 11.2610, 0.3058], [1.0361, 0.0538, -2.8999], [-4.9399, 6.8367, -0.8893], [6.2814, -9.9882, 1.2518], [1.5601, -5.7245, -2.0689], [-6.3546, 7.7357, 0.5801], [-11.7280, 8.9818, 0.4849], [-10.5223, 9.7701, 0.0704], [6.5150, 0.3208, 0.2783], [5.9391, -5.2386, -0.4140], [4.6112, -5.9376, -1.1539], [-1.5546, 6.2931, -1.5518], [4.6767, -0.4486, -0.7206], [3.4114, -6.2815, -0.0855], [-2.1227, -2.6600, 2.4436], [2.1513, -3.9525, -0.9577], [2.0418, 1.9508, -3.1711], [3.2577, -5.4814, 0.7558], [0.1290, 4.4059, 0.8084], [7.3761, -8.6393, -0.0683], [-9.6903, 11.7583, 0.1601], [7.4268, -0.0723, 0.7375], [-7.2373, 7.0872, 0.5938], [-10.9647, 11.4748, 1.3346], [6.6197, -4.8768, -1.3250], [1.0929, -3.6866, -2.2711], [-12.2014, 9.3534, 1.4001], [-12.4802, 8.9188, -0.3070], [-2.4409, -0.5144, 0.3253], [5.3431, -9.9783, 1.8199], [6.1538, -12.0510, 0.6338], [-1.0410, -2.8221, 2.3843], [4.2990, -5.1894, -2.0027], [5.3507, -0.5109, 1.8962], [2.3464, -5.7214, -2.9336], [-6.3179, 5.6526, 2.3632], [-4.6710, 5.8484, 2.9404], [6.2888, -3.0038, 0.3245], [-11.3868, 11.7030, -0.3772], [0.6347, 2.0090, -2.0818], [2.1422, -7.7694, -1.2508], [6.7360, 1.2877, -0.1865], [2.4030, -0.7670, -4.3689], [-5.8964, 7.0765, 3.3406], [-0.8171, -0.8023, 1.0044], [5.3501, 2.5249, 1.4206], [-2.4373, 5.6447, -1.5381], [-6.6318, 8.7254, 0.9548], [0.5159, -6.0855, -2.4842], [6.5293, -6.0284, 0.2227], [-0.1281, -3.4421, -0.0420], [-3.5493, -1.0473, 2.4068], [0.0954, -5.2154, 1.5445], [4.3475, 1.6937, 2.5986], [-1.5179, 4.2100, 0.2312], [-0.8632, -4.5654, -1.3681], [3.7534, -7.2764, 0.4778], [-2.6022, -3.2047, 1.6247], [-1.8318, 7.2829, -1.1772], [5.5091, -4.2259, 1.5895], [-10.2520, 9.5775, -0.9751], [5.7494, -8.0708, 0.3912], [0.3756, 6.4823, -0.6013], [0.8831, -0.1481, -5.0670], [1.5025, -6.8438, 1.1888], [4.4069, -3.5897, 0.1953], [6.1185, 1.6776, 2.7815], [5.0107, -6.9811, -1.5714], [-1.1025, -6.1108, 0.4033], [0.3862, 1.9074, -3.8172], [1.7196, -0.2675, -2.1043], [-2.4515, -3.0913, 3.3952], [-4.4244, 7.9249, 1.5306], [7.1394, -11.0578, -0.4272], [5.3689, -10.9071, -0.4821], [-1.0964, 5.6339, 1.2087]], "lowdin_charge": [0.047, 0.119, 0.066, 0.077, 0.073, 0.113, 0.149, 0.123, 0.094, 0.078, 0.073, 0.053, 0.142, 0.051, 0.080, 0.063, 0.102, 0.088, 0.091, 0.123, 0.087, -0.067, 0.046, -0.346, -0.013, -0.015, -0.518, -0.118, -0.135, -0.348, -0.294, -0.503, -0.187, -0.348, -0.126, -0.002, -0.013, -0.353, -0.016, -0.502, -0.096, -0.135, -0.498, -0.491, -0.019, -0.351, -0.497, -0.351, -0.059, -0.115, -0.110, -0.351, -0.105, -0.222, -0.204, -0.124, -0.507, -0.168, -0.026, 0.172, 0.103, 0.112, 0.085, 0.150, 0.090, 0.149, 0.117, 0.092, 0.124, 0.159, 0.144, 0.147, 0.148, 0.162, 0.094, 0.073, 0.105, 0.160, 0.149, 0.093, 0.085, 0.081, 0.094, 0.087, 0.165, 0.147, 0.148, 0.095, 0.132, 0.095, 0.121, 0.146, 0.167, 0.093, 0.146, 0.167, 0.134, 0.093, 0.091, 0.149, 0.123, 0.090, 0.148, 0.095, 0.165, 0.092, 0.161, 0.150, 0.118, 0.063, 0.097, 0.125, 0.142, 0.097, 0.132, 0.094, 0.160, 0.093, 0.089, 0.092]}

{"formula": "C36H61NO27", "method": "the ωB97M-V functional and the def2-TZVPD basis", "smiles": "C[C@H]1COC(=O)O1.C[C@H]1COC(=O)O1.C[C@H]1COC(=O)O1.C[C@H]1COC(=O)O1.C[C@H]1COC(=O)O1.COC(=O)OC.COC(=O)OC.COC(=O)OC.COC(=O)OC.CCCC#N", "e_above_lowest_ev": 0.300, "spin_multiplicity": 1, "charge": 0, "orbital_gap_ev": 9.4, "species": ["O", "O", "O", "O", "O", "O", "O", "O", "O", "O", "O", "O", "O", "O", "O", "O", "O", "O", "O", "O", "O", "O", "O", "O", "O", "O", "O", "N", "C", "C", "C", "C", "C", "C", "C", "C", "C", "C", "C", "C", "C", "C", "C", "C", "C", "C", "C", "C", "C", "C", "C", "C", "C", "C", "C", "C", "C", "C", "C", "C", "C", "C", "C", "C", "H", "H", "H", "H", "H", "H", "H", "H", "H", "H", "H", "H", "H", "H", "H", "H", "H", "H", "H", "H", "H", "H", "H", "H", "H", "H", "H", "H", "H", "H", "H", "H", "H", "H", "H", "H", "H", "H", "H", "H", "H", "H", "H", "H", "H", "H", "H", "H", "H", "H", "H", "H", "H", "H", "H", "H", "H", "H", "H", "H", "H"], "coordinates": [[2.9977, -0.8653, 0.1483], [-5.0322, -0.8831, -4.8393], [2.9972, -4.5184, -0.9395], [3.5883, -1.3683, -2.8036], [-1.2434, -3.8201, 5.4122], [5.0459, 3.1348, -1.1278], [2.9543, 3.1992, 5.4469], [0.6910, -3.2048, 6.2081], [-5.1054, -3.5739, 1.2774], [-4.4711, -1.3255, 0.5798], [2.0559, -0.2237, -3.8459], [3.0706, 1.3241, 4.1976], [-5.5362, 0.7651, -3.5224], [6.7085, 2.3767, 0.4577], [3.1772, -4.1939, 1.2158], [-5.9682, -1.9271, 2.2959], [-6.3668, 0.7012, -5.6398], [1.1662, 1.8618, 5.0258], [4.3185, 0.1861, -4.5002], [-1.5715, 1.6131, 2.1282], [0.0378, 3.1816, 2.2613], [1.2275, -3.8206, 0.0997], [-0.2154, -2.2650, 4.2758], [1.6093, 0.8712, -0.1056], [6.6636, 4.5886, -0.3059], [1.1237, -0.9877, -1.1097], [-2.1791, 3.9135, 1.9185], [-1.5996, 2.4304, -3.2400], [-4.0665, -1.0402, -3.8184], [-1.1769, -0.6789, -0.6292], [-6.2833, -0.5870, 2.6078], [2.4550, 2.1906, 4.9895], [-1.9362, 5.4412, -1.3267], [0.8301, 0.7187, 4.2449], [-1.2013, 2.9239, 2.1851], [0.4910, 4.4400, 2.6828], [-2.1123, -3.5637, 4.3048], [-1.3110, -2.6248, 3.4688], [6.1044, 3.3851, -0.3182], [1.6841, 0.7481, -4.8032], [3.3134, -0.4292, -3.7076], [-0.1653, -3.0952, 5.3172], [2.1245, 0.4947, 3.5224], [-5.6789, 0.2429, -4.7215], [0.0043, -0.1840, -1.3978], [-2.9638, 1.2083, 2.0999], [0.7638, -4.1283, -1.1483], [-4.5717, 0.0613, -2.7753], [-4.2509, -4.2010, 0.3737], [0.5120, 1.1869, -0.9207], [7.7855, 4.9198, 0.4995], [-5.1418, -2.2731, 1.3691], [-0.5124, 5.2409, -0.7539], [1.9898, -0.3811, -0.3294], [2.4769, -4.1895, 0.2149], [2.0091, -4.3215, -1.9383], [4.9644, -1.6556, -2.4336], [-0.7469, -3.1305, 2.1149], [-2.0903, 3.2101, -2.5313], [-2.7453, 4.1391, -1.6444], [-2.7235, -0.7608, -4.5302], [4.3291, 1.9374, -1.0105], [2.5850, -0.9641, 3.4403], [2.0702, -5.5566, -2.8691], [7.6149, 4.8888, 1.5155], [-2.9769, 3.6158, -0.7387], [-3.8507, -5.1215, 0.8149], [-0.2652, 5.2162, 2.7201], [-0.4006, 4.6210, 0.1023], [-3.3405, -3.5942, 0.0970], [0.5570, 0.7582, -4.8977], [0.1278, -3.3817, -1.4672], [2.3808, -3.4486, -2.5214], [8.1312, 5.9770, 0.3409], [0.0300, 0.8631, 3.6308], [5.4501, -2.3189, -3.1481], [-3.8184, 0.7004, -2.3114], [-0.2052, 1.7831, -0.3661], [-5.4393, -0.0184, 3.0195], [-3.6969, 2.0173, 2.3166], [-3.7148, 4.4559, -2.0407], [0.0614, 4.7948, -1.5388], [-2.7676, 0.0534, -5.2982], [-3.0611, -3.1763, 4.5914], [-1.5067, -3.1286, 1.3576], [-5.1106, -0.3512, -1.9411], [-7.0906, -0.5809, 3.4157], [-6.7212, 0.0362, 1.8111], [0.0162, -2.4392, 1.8121], [-3.1559, 0.9713, 1.0707], [-1.5800, -1.6669, -0.9912], [0.9107, 4.2705, 3.7031], [-0.2215, -0.3037, -2.4548], [5.5275, -0.7273, -2.4530], [1.2481, 4.8091, 2.0624], [1.9720, 1.7090, -4.4748], [2.7548, -1.3995, 4.4776], [-3.9573, -2.0194, -3.4719], [1.8925, -1.5622, 2.8827], [-0.3089, -4.1164, 2.1906], [-1.8908, -1.7647, 3.1998], [3.4746, 1.8527, -1.6866], [-2.3962, -1.6334, -5.0108], [1.9894, -6.4931, -2.2841], [0.4851, -0.0400, 4.9618], [4.9925, 1.1319, -1.2008], [0.7851, 1.7386, -1.8122], [-2.0187, -0.0145, -0.6589], [4.0210, 1.8437, 0.0269], [-0.1418, 6.2396, -0.4761], [8.6391, 4.2675, 0.2469], [-0.9572, -0.6864, 0.4748], [3.5645, -0.8786, 2.9170], [-1.9395, -0.5906, -3.8235], [-3.1718, 0.4051, 2.7832], [-1.9406, 6.1110, -2.1442], [0.1457, -5.0742, -1.0514], [2.0824, 0.5617, -5.7715], [3.0398, -5.6084, -3.2700], [1.9399, 0.9501, 2.5213], [-2.1158, -4.4880, 3.7232], [-4.7908, -4.3231, -0.6127], [1.3314, -5.4791, -3.6774], [-2.5251, 6.0085, -0.5754], [4.9539, -2.1165, -1.4143]], "lowdin_charge": [0.152, 0.092, 0.110, -0.037, 0.105, 0.005, 0.127, 0.118, 0.024, -0.070, 0.009, 0.112, 0.086, -0.064, 0.136, 0.027, 0.114, 0.067, -0.062, -0.044, 0.025, 0.062, 0.079, 0.065, -0.001, 0.083, -0.078, 0.176, -0.234, -0.014, -0.036, -0.576, -0.211, -0.086, -0.435, -0.006, -0.061, -0.304, -0.380, -0.026, -0.463, -0.558, -0.299, -0.593, -0.304, -0.028, -0.124, -0.060, -0.055, -0.083, -0.043, -0.463, -0.078, -0.575, -0.595, -0.294, -0.002, 0.006, -0.209, -0.164, -0.013, -0.043, 0.004, -0.004, 0.065, 0.095, 0.103, 0.104, 0.025, 0.083, 0.108, 0.094, 0.153, 0.111, 0.073, 0.097, 0.107, 0.121, 0.079, 0.107, 0.128, 0.060, 0.118, 0.130, 0.057, 0.107, 0.123, 0.107, 0.062, 0.065, 0.099, 0.117, 0.126, 0.081, 0.085, 0.086, 0.121, 0.125, 0.052, 0.098, 0.131, 0.097, 0.060, 0.100, 0.136, 0.076, 0.115, 0.055, 0.100, 0.089, 0.107, 0.104, 0.099, 0.038, 0.069, 0.090, 0.164, 0.090, 0.061, 0.151, 0.139, 0.122, 0.092, 0.117, 0.113]}

| no. | M (g mol⁻¹) | HOMO energy (eV) |
| --- | --- | --- |
| 1 | 857.9 | -11.889 |
| 2 | 939.9 | -9.745 |